C21H41NO17S3 | the ωB97M-V functional and the def2-TZVPD basis

Energy: -91238.01626 eV
Highest occupied orbital energy: -10.062 eV
HOMO-LUMO gap: 9.16 eV

ORCA input file:
```
! RIJCOSX wB97M-V def2-TZVPD def2/J DEFGRID3
* xyz 0 1
O 15.93448 -31.53491 14.97189
N 16.45234 -32.10464 13.96651
O 16.50772 -33.34123 13.72547
C 16.77862 -31.27142 12.83465
C 17.37917 -31.78625 11.72648
C 17.72452 -31.04241 10.62286
C 17.35183 -29.67659 10.56975
C 16.68844 -29.06030 11.68531
C 16.46939 -29.89762 12.80868
H 17.49446 -32.85693 11.64430
H 18.18959 -31.55229 9.79212
H 17.58012 -29.12519 9.66962
H 16.42925 -28.01259 11.64652
H 16.05752 -29.49515 13.72234
C 14.78507 -29.72020 6.93353
C 16.11287 -29.09909 6.48782
O 16.73100 -28.51990 7.61561
S 16.91955 -26.86845 7.58567
C 15.28028 -26.47161 8.19617
O 17.89374 -26.64962 8.65824
O 17.16330 -26.46735 6.23389
H 14.24554 -30.21559 6.12632
H 14.17911 -28.86441 7.23107
H 14.90827 -30.37681 7.79481
H 16.72856 -29.90942 6.09745
H 15.99353 -28.45156 5.61916
H 15.09434 -27.02935 9.11402
H 14.57408 -26.56293 7.37092
H 15.32575 -25.45755 8.59329
C 20.14170 -28.75666 2.63995
C 19.37437 -28.44995 3.98471
O 20.32305 -28.40016 4.98544
S 20.94601 -29.83651 5.48736
C 20.89703 -29.29014 7.28663
O 19.92595 -30.85626 5.33759
O 22.29417 -29.99630 4.94790
H 20.86761 -29.56961 2.62370
H 20.82047 -27.94168 2.38857
H 19.42603 -28.83756 1.82180
H 18.92191 -27.46465 3.87270
H 18.61707 -29.16769 4.30007
H 19.82514 -29.09521 7.32057
H 21.45002 -28.35102 7.30543
H 21.14602 -30.12903 7.93653
C 18.85175 -19.38971 10.94137
C 18.53564 -20.63600 10.07151
O 17.41517 -21.25201 10.73864
S 16.90872 -22.65989 10.06095
C 18.12677 -23.71965 10.89695
O 15.57388 -22.96549 10.57713
O 17.08012 -22.65327 8.57664
H 18.88072 -19.61748 12.00691
H 17.98812 -18.75750 10.73505
H 19.69357 -18.93627 10.41809
H 18.33906 -20.14654 9.11762
H 19.42269 -21.25925 9.95837
H 19.09893 -23.37118 10.54825
H 17.81177 -24.73708 10.66520
H 18.05324 -23.44423 11.94901
C 11.85522 -27.07268 5.13495
O 12.57000 -26.07805 5.91189
C 13.16552 -25.04037 5.33220
O 13.27875 -24.61238 4.16933
O 13.79826 -24.39787 6.33484
C 14.93479 -23.59564 6.11815
H 11.22069 -26.74339 4.31214
H 11.42167 -27.89727 5.70081
H 12.70453 -27.61208 4.71562
H 15.11998 -23.08684 7.06416
H 14.84724 -22.84963 5.32827
H 15.80245 -24.05129 5.64103
C 15.98725 -26.62612 3.20939
O 16.34595 -27.94982 3.00052
C 15.35383 -28.91308 2.97709
O 14.19236 -28.76710 3.29974
O 15.92660 -29.99391 2.51769
C 15.17821 -31.11374 2.06821
H 15.39934 -26.62555 4.12726
H 15.33030 -26.29879 2.40356
H 16.84758 -25.96800 3.08776
H 15.82424 -31.92575 1.73444
H 14.64540 -30.75713 1.18670
H 14.44289 -31.53735 2.75228
*
```

Atom charges from the Mulliken analysis, given in e for atoms 1 to 2: O -0.5541; N 0.8696

***

C6H11N3O | the ωB97M-V functional and the def2-TZVPD basis

Energy: -12917.29722 eV
Highest occupied orbital energy: -8.439 eV
Energy relative to the best compared isomer or geometry (same formula, charge and spin): 168.7 kJ/mol
HOMO-LUMO gap: 9.18 eV

ORCA input file:
```
! RIJCOSX wB97M-V def2-TZVPD def2/J DEFGRID3
* xyz 0 1
C -0.90381 2.17807 -2.34169
C 0.24205 1.54173 -1.65428
C 0.64396 1.55818 -0.33429
N 1.93398 1.04143 -0.30183
C 2.20297 0.72181 -1.62506
N 1.24204 0.97819 -2.50422
H -1.39979 1.50645 -3.06390
H -0.54245 3.09930 -2.93503
H -1.74136 2.71268 -1.86626
H 0.23074 1.75896 0.59217
H 2.44828 1.12928 0.48729
H 3.04211 -0.03465 -1.95631
C -0.97620 -2.43766 2.98711
C -0.49377 -1.49972 1.78132
N -0.78141 -1.92615 0.52549
O -0.06081 -0.41275 2.26871
H -0.04915 -2.84288 3.48102
H -1.54795 -3.27098 2.64222
H -1.39811 -1.71013 3.65391
H -0.62024 -1.40741 -0.29929
H -1.47107 -2.68374 0.46291
*
```

Atom charges from the Mulliken analysis, given in e for atoms 1 to 2: C -1.1005; C 0.7435

***

C16H47N15O8 | the ωB97M-V functional and the def2-TZVPD basis

Energy: -56084.49272 eV
Highest occupied orbital energy: -8.336 eV
Energy relative to the best compared isomer or geometry (same formula, charge and spin): 631.8 kJ/mol
HOMO-LUMO gap: 8.28 eV

ORCA input file:
```
! RIJCOSX wB97M-V def2-TZVPD def2/J DEFGRID3
* xyz 0 1
C 5.52198 -0.51926 -3.40851
C 3.97860 -0.71695 -3.76944
C 3.03971 0.23608 -3.01626
C 3.81595 -0.46669 -5.34525
C 2.47734 -0.89172 -5.88106
C 2.06964 -2.37004 -5.50837
C 2.40960 -2.82426 -4.01535
C 1.17674 -2.54815 -3.11475
C 2.59571 -4.41544 -4.23664
N 3.63094 -2.13829 -3.50458
O 3.94727 -2.50814 -2.20506
H 6.26430 -1.23467 -3.76239
H 5.91231 0.47527 -3.62448
H 5.56426 -0.68315 -2.33174
H 1.99668 0.15390 -3.32189
H 3.07838 -0.24539 -2.03912
H 3.32556 1.27978 -2.88552
H 3.82769 0.61396 -5.48720
H 4.58963 -0.91112 -5.97137
H 1.82912 -0.14285 -5.42597
H 2.44741 -0.77316 -6.96417
H 2.67488 -2.96817 -6.18956
H 1.05359 -2.55390 -5.85753
H 0.40532 -3.31724 -3.15339
H 0.72530 -1.56714 -3.26282
H 1.46498 -2.49362 -2.06497
H 3.54278 -4.66988 -4.71246
H 1.76930 -4.89594 -4.76038
H 2.50296 -4.90630 -3.26786
H 4.58742 -3.21799 -2.29409
N -1.26252 -0.84200 7.62355
C -1.39410 -1.77237 8.49150
N -0.99408 -1.32775 9.66840
O -2.11667 -2.72926 8.31043
H -0.92720 0.06605 7.91185
H -1.64364 -0.91863 6.69136
H -1.22903 -2.01089 10.37424
H -0.12110 -0.83458 9.78998
N -6.87954 -0.32380 4.64000
C -7.16785 0.33403 5.72835
N -6.18202 0.16699 6.52962
O -8.07938 0.99610 6.10015
H -5.95388 -0.67967 4.44868
H -7.50933 -0.34941 3.85082
H -6.13835 0.78827 7.32473
H -5.44585 -0.42226 6.16778
N -2.88487 0.07764 0.77786
C -2.22517 0.63928 1.74881
N -1.01356 1.03359 1.35600
O -2.60398 0.61660 2.87084
H -2.46899 0.18748 -0.13596
H -3.87826 0.24643 0.84706
H -0.92429 1.07957 0.35101
H -0.33093 1.44349 1.97737
N 6.55828 2.17422 2.96685
C 5.41198 2.67801 3.00229
N 5.00514 2.77657 4.22701
O 4.72195 2.86971 2.05659
H 6.49286 1.54220 2.18175
H 7.34219 2.12167 3.60154
H 4.05076 3.10646 4.24807
H 5.62319 2.51844 4.98297
N -0.38023 4.23235 6.04713
C 0.51032 4.16229 7.06641
N 1.42671 5.04386 6.79089
O 0.68405 3.26102 7.89665
H -0.23431 4.90567 5.30858
H -1.17033 3.61406 5.93073
H 1.41603 5.64411 5.97867
H 2.12471 5.27725 7.48258
N -4.36275 -2.88215 -4.77634
C -5.58581 -2.88558 -5.09355
N -6.17521 -1.78478 -4.72566
O -6.11607 -3.83971 -5.56921
H -4.04801 -3.84167 -4.75730
H -3.97765 -2.07266 -4.31101
H -7.17429 -1.70147 -4.84812
H -5.66208 -1.13719 -4.14478
N -2.30768 3.41331 -4.90284
C -2.48687 2.15463 -5.04925
N -2.39931 1.92355 -6.28552
O -2.85543 1.25868 -4.23421
H -2.38963 3.66092 -3.92710
H -2.30889 3.97975 -5.73905
H -2.56488 0.96409 -6.55410
H -2.01951 2.61796 -6.91292
*
```

Atom charges from the Mulliken analysis, given in e for atoms 1 to 2: C -1.8074; C 1.3454

***

C30H37AlBr2CaClF3IN7O12P | the ωB97M-V functional and the def2-TZVPD basis

Energy: -269865.57407 eV
Highest occupied orbital energy: -7.966 eV
HOMO-LUMO gap: 2.73 eV

ORCA input file:
```
! RIJCOSX wB97M-V def2-TZVPD def2/J DEFGRID3
* xyz 1 1
C -2.98936 -2.37506 -1.22633
C -1.99882 -1.27327 -1.86895
N -1.30420 -0.38932 -1.00266
C -0.42514 0.50307 -1.69408
C 0.40383 1.51235 -0.80241
I 0.04243 1.43793 1.34211
C 1.42023 2.49516 -1.41136
C 2.35017 3.52473 -0.61862
C 1.63572 4.98308 -0.48290
F 2.87377 3.03314 0.61813
C 1.57925 2.49463 -2.99786
F 2.50362 3.43055 -3.60482
C 0.75066 1.52170 -3.86080
O 0.92159 1.56336 -5.27951
C -0.28330 0.48261 -3.23725
N -0.99120 -0.35376 -4.17144
C -1.83870 -1.21932 -3.41392
C -2.72464 -2.27082 -4.26379
C -4.04607 -1.77978 -4.89027
C -5.04335 -2.64912 -5.73223
C -4.50192 -4.12580 -5.91393
C -3.14003 -4.42514 -5.24950
N -2.28570 -3.61140 -4.45818
H -4.03899 -2.35530 -1.67623
H -2.95851 -2.22453 -0.08638
H -2.47233 -3.39805 -1.43272
H 3.26976 3.71843 -1.30126
H 2.50563 5.74151 -0.47264
H 1.09973 5.14358 -1.49135
H 0.95073 5.06046 0.42316
H 1.68668 0.95130 -5.44897
H -4.32561 -0.67391 -4.72378
H -6.01700 -2.27018 -6.18086
H -5.08672 -4.90315 -6.52306
H -2.75034 -5.50048 -5.42956
Al -1.04747 -3.02658 0.35720
N 2.71908 -0.58376 -0.32147
O 2.77259 -0.07269 -1.44895
O 1.75268 -1.29712 -0.00020
O 3.64365 -0.37866 0.49084
Br -1.29989 5.49929 1.88917
C -0.87778 5.85159 3.76025
C 0.09680 4.83902 4.31093
Br -0.79683 3.14583 4.68322
H -1.82661 5.87072 4.29726
H -0.43979 6.85067 3.76914
H 0.49415 5.17189 5.27111
H 0.92475 4.61984 3.63849
C 4.99482 7.58397 1.50161
C 4.18524 8.73887 1.98871
O 2.86918 8.21496 2.02967
C 3.01771 6.88375 2.26509
O 2.12699 6.16077 2.62880
O 4.29236 6.47032 2.04565
F 4.21363 9.76210 1.10268
H 5.00684 7.50677 0.41007
H 6.02315 7.61646 1.86191
H 4.46874 9.10013 2.98109
O 9.99567 7.48607 2.08558
P 9.18643 8.46221 2.94470
O 9.82913 9.85061 2.86842
O 9.18404 7.97127 4.39606
O 7.74502 8.53917 2.43158
C 4.07358 -1.41389 4.13227
O 4.93400 -0.57558 3.38290
H 4.35587 -1.35815 5.18451
H 3.03866 -1.07775 4.01747
H 4.17121 -2.44690 3.78628
H 4.66237 -0.64366 2.45589
C -2.75798 0.05230 4.11756
C -3.26673 -0.80837 2.99674
N -3.66102 -1.49068 2.11031
H -3.08497 -0.35307 5.07665
H -1.66697 0.08020 4.09562
H -3.14242 1.06828 4.01016
C -4.68193 -9.42538 1.81131
C -3.78152 -8.22138 1.62095
N -3.74271 -7.71205 0.24134
C -3.12913 -6.53107 -0.13732
C -3.24863 -6.43500 -1.48942
N -3.93831 -7.55378 -1.90547
C -4.24590 -8.30558 -0.84428
C -4.28517 -7.89643 -3.28215
H -4.35853 -10.26294 1.18773
H -4.65964 -9.75397 2.85173
H -5.71617 -9.18530 1.54922
H -2.75582 -8.47698 1.90158
H -4.11640 -7.40543 2.26758
H -2.67259 -5.91140 0.61464
H -2.92168 -5.71092 -2.21698
H -4.79653 -9.23415 -0.87736
H -5.37107 -7.95327 -3.37096
H -3.84159 -8.86145 -3.52972
H -3.90509 -7.13612 -3.96482
Ca 4.64486 2.65939 -3.70259
Cl 5.84181 -0.35620 0.23424
*
```

Atom charges from the Mulliken analysis, given in e for atoms 1 to 2: C -0.5480; C 0.6608

***

Molecular weight readings, ordered: 675.750, 141.174, 577.649, 1164.856 g mol⁻¹
LUMO level readings, ordered: -0.033, 0.027, -0.002, -0.193 Ha